14
Properties=species:S:1:pos:R:3:forces:R:3 method="wB97M-V/def2-TZVPD" de_lowest_kcal_mol=124.2 fmax_ev_per_a=0.5 orbital_gap_ev=8.6850 molar_mass_g_mol=88.106 multiplicity=1 lumo_ev=0.80
O -0.506342 -0.403879 0.286554 -0.020 -0.111 -0.135
O 2.360771 0.016872 0.674037 -0.049 -0.275 0.076
C 0.103050 0.924107 0.402430 0.041 0.194 0.077
C 1.389022 0.458601 -0.269185 -0.165 0.335 -0.273
C -1.881253 -0.498006 -0.063861 -0.208 -0.026 -0.021
C 0.581433 -0.548626 -1.072392 0.245 -0.170 0.224
H 1.895277 1.210806 -0.879278 -0.114 -0.068 0.090
H -2.112595 0.211687 -0.863117 0.034 -0.077 0.087
H 0.163397 1.223978 1.451725 0.010 -0.065 -0.131
H 2.046878 -0.826650 1.026349 0.129 0.098 -0.033
H -2.030893 -1.515407 -0.429499 -0.024 0.166 0.067
H 0.948957 -1.574301 -0.893019 -0.015 0.130 0.003
H -2.494438 -0.323096 0.825463 0.078 0.035 -0.120
H -0.463264 1.643914 -0.196206 0.057 -0.166 0.088